[1]
Formula: C4H7NO
Source: the OMol25 dataset
Level of theory: the ωB97M-V functional and the def2-TZVPD basis

The geometry in XYZ format:
```
13
Properties=species:S:1:pos:R:3:forces:R:3
C -1.61060 -0.12638 -0.20361 -0.1 0.0 -0.1
N -0.27828 -0.01832 0.33246 -0.2 0.0 0.0
C 0.59731 1.10211 -0.01577 0.1 0.3 0.0
C 1.72480 0.15409 0.40352 0.5 0.0 0.1
O 2.79225 0.24974 0.93290 -0.5 -0.1 -0.4
C 0.77465 -0.97694 -0.00992 0.1 -0.3 0.0
H -1.65793 -0.11326 -1.30636 0.1 0.0 0.1
H -2.06643 -1.05322 0.15913 0.1 0.1 -0.1
H -2.20989 0.70426 0.18286 0.1 -0.1 -0.1
H 0.70549 1.22236 -1.11527 -0.2 0.2 0.2
H 0.41110 2.06042 0.47390 0.1 -0.1 0.0
H 0.75496 -1.94965 0.48782 0.1 0.2 0.0
H 0.89910 -1.08580 -1.10902 -0.1 -0.2 0.2
```
Positions in Å, forces in eV/Å.

Values from the calculation:
LUMO = 0.9 eV
SMILES string = CN1CC(=O)C1
M = 85.106 Da
highest occupied orbital energy = -9.26 eV
net charge = 0
relative energy (zero: lowest compared OMol25 entry of this formula, charge and spin) = 213.9 kJ/mol
DFT total energy = -7797.427 eV

Mulliken atomic charge list, values in e, 5 entries: -0.858, -0.192, -0.476, 0.430, -0.530

=====

[2]
Formula: C18H17BrCrN4O2S
Source: the OMol25 dataset
Level of theory: the ωB97M-V functional and the def2-TZVPD basis

The geometry in XYZ format:
```
44
Properties=species:S:1:pos:R:3:forces:R:3
Cr 0.94343 0.48649 0.16460 -0.6 0.0 -0.8
Br -2.05814 -3.05448 -5.64574 0.0 0.1 0.0
C -1.16915 -1.91889 -4.40029 -0.3 -0.4 0.0
C -0.31677 -0.91819 -4.86514 0.2 0.3 0.4
C 0.34688 -0.12533 -3.95381 -0.1 -0.1 -0.6
C 0.19541 -0.29835 -2.56256 0.0 0.2 0.8
O 0.85557 0.44896 -1.74861 0.2 -0.1 -1.3
C -0.71444 -1.30525 -2.10639 0.1 0.1 -0.5
C -0.97326 -1.56270 -0.73122 0.1 0.2 0.6
N -0.49028 -0.88953 0.27563 -1.0 -1.1 -0.8
C -0.81582 -1.26398 1.59088 -0.3 -0.4 0.6
C -1.65327 -2.28019 2.01018 0.3 0.4 -0.4
C -1.84841 -2.52304 3.37715 0.0 0.0 0.4
C -1.24705 -1.75270 4.33730 -0.1 -0.1 0.0
C -0.39989 -0.69269 3.95643 0.0 0.0 -0.4
C 0.23789 0.18035 4.86145 0.2 0.2 -0.1
C 1.02207 1.19176 4.37117 -0.2 -0.2 0.6
C 1.21811 1.31091 2.99308 0.1 -0.2 -0.6
N 0.66754 0.49235 2.11626 -0.2 0.2 2.0
C -0.17213 -0.47440 2.58047 -0.1 -0.1 0.1
C -1.36862 -2.11071 -3.05872 0.0 0.0 0.0
H -0.17529 -0.77549 -5.92757 0.0 0.0 0.0
H 1.03251 0.64151 -4.29420 0.0 0.0 0.1
H -1.62797 -2.40710 -0.52705 -0.1 0.0 -0.1
H -2.17904 -2.90018 1.29822 0.0 0.0 0.0
H -2.49504 -3.33698 3.67801 0.0 0.0 0.0
H -1.41449 -1.93852 5.39079 0.0 0.0 0.0
H 0.09427 0.03713 5.92512 0.0 0.1 0.0
H 1.50947 1.88862 5.03840 0.0 0.0 0.0
H 1.85874 2.07360 2.57116 0.1 0.0 0.0
H -2.03287 -2.89506 -2.71605 0.0 0.0 0.0
N -1.76061 2.61914 -2.44929 0.0 -0.1 -0.2
C -0.93450 2.89807 -1.42491 -0.1 0.1 0.3
N 0.15555 3.63206 -1.69598 0.0 0.0 -0.2
S -1.31103 2.43256 0.14142 0.0 0.0 0.1
H -1.43150 2.63207 -3.40117 0.0 0.0 0.0
H -2.52978 2.00670 -2.24394 0.0 0.0 0.0
H 0.45910 3.76710 -2.64554 0.1 0.0 0.0
H 0.84224 3.71677 -0.96926 0.1 0.0 0.1
C 3.96895 0.58201 0.12893 -0.3 0.0 -0.2
O 2.67328 0.99059 0.40942 1.8 1.0 0.4
H 4.05106 -0.51490 0.06896 0.1 0.0 0.0
H 4.66230 0.92016 0.91222 0.0 0.0 0.0
H 4.32500 0.98978 -0.82977 0.1 -0.1 0.0
```
Positions in Å, forces in eV/Å.

Values from the calculation:
LUMO (spin up / spin down) = -0.8 / -0.8 eV
M = 485.327 Da
highest occupied orbital energy (spin up / spin down) = -6.35 / -7.76 eV
net charge = 0
spin multiplicity = 5
<S²> = 6.02
relative energy (zero: lowest compared OMol25 entry of this formula, charge and spin) = 49.8 kJ/mol
DFT total energy = -138298.655 eV

Mulliken atomic charge list, values in e, 5 entries: 0.309, -0.225, -0.181, -0.368, -0.646

=====

[3]
Formula: C4H11NO
Source: the OMol25 dataset
Level of theory: the ωB97M-V functional and the def2-TZVPD basis

The geometry in XYZ format:
```
17
Properties=species:S:1:pos:R:3:forces:R:3
C -1.05074 2.04042 0.27901 1.3 -0.7 5.6
C -0.50559 0.80981 0.58850 1.9 -2.4 -1.9
C -0.19574 -0.33443 -0.15724 -0.1 1.2 1.9
N 0.51738 -1.35378 0.55398 -1.5 -1.8 0.9
C -0.24187 -2.66597 0.86802 1.1 -0.1 -0.9
H -2.15022 2.66973 -1.14715 -0.1 0.6 -2.3
H -1.56927 2.33190 -0.68503 -1.8 0.1 -1.4
H -0.49607 2.89245 0.66563 0.0 0.3 -0.4
H -0.06823 0.68299 1.61808 -0.5 0.7 -0.9
H -0.30831 -0.39390 -1.22565 -0.2 0.1 -0.3
H 1.46992 -1.54356 0.25153 -0.5 0.0 -0.1
H -1.24012 -2.52583 1.28649 0.0 0.8 -0.4
H 0.25908 -3.19684 1.72714 0.0 0.3 -1.3
H -0.36752 -3.33543 -0.07175 0.4 0.9 1.6
H 2.13423 0.56345 -1.68294 -0.1 0.0 -0.2
H 2.03912 1.91451 -1.02733 -0.3 -0.2 -0.6
O 1.77396 1.44447 -1.84130 0.5 0.2 0.6
```
Positions in Å, forces in eV/Å.

Values from the calculation:
LUMO = -1.4 eV
M = 89.138 Da
highest occupied orbital energy = -6.85 eV
net charge = 0
relative energy (zero: lowest compared OMol25 entry of this formula, charge and spin) = 842.3 kJ/mol
DFT total energy = -7855.824 eV

Mulliken atomic charge list, values in e, 5 entries: -0.315, -0.065, -0.554, -0.333, -0.800

=====

[4]
Formula: C6H15N2
Source: the OMol25 dataset
Level of theory: the ωB97M-V functional and the def2-TZVPD basis

The geometry in XYZ format:
```
23
Properties=species:S:1:pos:R:3:forces:R:3
C -1.09613 0.44370 1.49342 0.2 -0.6 -0.1
C -1.34926 0.47019 -0.00426 -0.2 -0.2 0.8
C -0.39886 -0.38932 -0.81964 0.1 -0.6 -0.3
C 1.00919 0.00789 -0.54280 0.6 1.3 0.2
C 1.83642 -0.66687 0.44102 -0.6 -0.1 1.1
N 2.74332 -0.06030 1.11237 0.8 -0.1 -1.3
C 1.58826 1.13890 -1.08019 -3.8 0.5 0.7
N -3.21553 -1.31459 -0.19605 -0.2 -1.0 -0.9
H -1.98054 0.74147 2.05513 0.2 0.4 0.0
H -0.91400 -0.60453 1.77541 0.0 0.2 0.0
H -0.19946 0.99652 1.78928 -0.2 0.2 0.1
H -1.52512 1.45611 -0.42606 -0.1 0.1 0.0
H -0.64658 -0.27881 -1.86864 0.0 -0.1 -0.3
H -0.58581 -1.41952 -0.51203 0.0 -0.2 -0.2
H 1.63816 -1.73707 0.59361 0.2 -0.1 -0.4
H 3.75967 0.72882 -1.47300 -0.5 -0.1 0.4
H 3.45995 -0.72901 1.39915 -0.5 0.0 0.9
H 2.96796 0.77760 -1.19897 2.3 -0.1 -0.9
H 1.85291 1.92847 -0.38745 1.4 -0.3 0.0
H 1.08818 1.56731 -1.94798 0.0 -0.1 -0.2
H -2.39642 -0.22940 -0.03924 -0.1 0.1 -0.1
H -4.01266 -0.98356 -0.74305 0.1 0.3 0.2
H -3.62367 -1.84401 0.57997 0.2 0.7 0.4
```
Positions in Å, forces in eV/Å.

Values from the calculation:
LUMO (spin up / spin down) = -0.2 / -1.1 eV
M = 115.200 Da
highest occupied orbital energy (spin up / spin down) = -8.12 / -8.16 eV
net charge = 0
spin multiplicity = 2
<S²> = 0.76
relative energy (zero: lowest compared OMol25 entry of this formula, charge and spin) = 513.4 kJ/mol
DFT total energy = -9438.508 eV

Mulliken atomic charge list, values in e, 5 entries: -1.242, 0.045, -1.009, 0.730, -0.411